Entry from the OMol25 dataset: a 5-piece molecular cluster, C10H30O5 overall (ωB97M-V with the def2-TZVPD basis set).

Structure (ORCA input):
```
! wB97M-V def2-TZVPD RIJCOSX def2/J DEFGRID3
* xyz 0 1
C -9.730 -11.385 -15.439
C -8.789 -11.172 -16.669
O -7.671 -12.043 -16.438
H -10.497 -12.150 -15.557
H -10.364 -10.493 -15.405
H -9.334 -11.379 -14.425
H -8.442 -10.140 -16.733
H -9.222 -11.455 -17.630
H -7.118 -12.025 -17.225
C -8.554 -12.825 -11.794
C -7.538 -13.356 -12.827
O -6.710 -12.426 -13.431
H -9.300 -13.527 -11.428
H -9.000 -12.020 -12.385
H -8.086 -12.276 -10.976
H -8.132 -14.038 -13.441
H -6.873 -14.090 -12.363
H -7.129 -12.211 -14.271
C -12.833 -9.219 -12.767
C -12.363 -10.456 -11.918
O -13.105 -10.484 -10.707
H -13.797 -9.407 -13.246
H -12.060 -8.981 -13.497
H -13.163 -8.299 -12.280
H -11.340 -10.204 -11.633
H -12.491 -11.350 -12.524
H -12.780 -9.813 -10.103
C -7.744 -8.708 -13.431
C -8.293 -7.542 -12.691
O -7.302 -6.594 -12.552
H -7.667 -8.445 -14.486
H -8.344 -9.617 -13.358
H -6.793 -9.020 -12.997
H -8.624 -7.839 -11.692
H -9.166 -7.132 -13.199
H -6.500 -6.837 -12.088
C -7.055 -12.317 -20.212
C -6.238 -13.191 -19.305
O -5.342 -12.464 -18.471
H -7.625 -12.938 -20.906
H -6.559 -11.603 -20.871
H -7.804 -11.712 -19.697
H -5.661 -13.902 -19.901
H -6.928 -13.792 -18.712
H -4.747 -11.988 -19.057
*
```

SMILES: CCO.CCO.CCO.CCO.CCO
ΔE to the lowest compared entry with this formula, charge and spin, kJ/mol: 172.8
M, g mol⁻¹: 230.35

natural (NBO) population analysis, charges in e, atoms 1 to 6: -0.65 -0.06 -0.75 0.22 0.21 0.22

***

Entry from the OMol25 dataset: C10H31HgO6 as an isolated structure (ωB97M-V with the def2-TZVPD basis set).

Structure (ORCA input):
```
! wB97M-V def2-TZVPD RIJCOSX def2/J DEFGRID3
* xyz 1 1
Hg -2.760 -0.166 3.740
O -1.444 -0.290 0.379
H -1.229 0.555 -0.063
C 5.515 1.561 -0.897
C 4.110 1.515 -0.203
O 3.390 0.398 -0.623
H 5.940 0.557 -0.882
H 6.201 2.124 -0.264
H 5.575 1.970 -1.905
H 3.545 2.429 -0.387
H 4.287 1.434 0.870
H 2.497 0.445 -0.271
C 0.649 -7.060 -2.139
C 0.731 -5.535 -1.978
O 0.013 -5.194 -0.862
H 1.033 -7.530 -1.234
H 1.158 -7.338 -3.062
H -0.388 -7.380 -2.247
H 0.322 -5.013 -2.843
H 1.795 -5.321 -1.880
H -0.080 -4.241 -0.793
C -3.930 7.586 0.916
C -3.956 6.221 0.290
O -2.741 5.590 0.757
H -4.831 8.190 0.810
H -3.026 8.167 0.735
H -3.880 7.417 1.992
H -3.922 6.245 -0.799
H -4.823 5.637 0.598
H -2.825 5.313 1.673
C 1.727 -3.594 5.700
C 1.788 -2.259 4.957
O 0.827 -1.482 5.672
H 2.196 -4.392 5.125
H 0.686 -3.915 5.672
H 2.083 -3.486 6.725
H 1.441 -2.410 3.935
H 2.770 -1.788 4.946
H 1.201 -1.306 6.538
C -2.329 1.625 -4.442
C -2.330 0.100 -4.607
O -3.205 -0.400 -3.632
H -1.609 2.025 -5.156
H -2.003 1.923 -3.445
H -3.352 1.997 -4.498
H -1.354 -0.381 -4.536
H -2.747 -0.167 -5.578
H -2.717 -0.379 -2.806
*
```

M, g mol⁻¹: 447.94

natural (NBO) population analysis, charges in e, atoms 1 to 6: 0.73 -0.47 0.43 -0.63 -0.06 -0.69

***

Computed HOMO-LUMO gap (eV) in order:
10.6 2.2